Molecular formula: C18H26CdN2O5SSi2
Method: DFT, ωB97M-V/def2-TZVPD

Computed properties:
Net charge: -2
E_HOMO, eV: 0.700
Gap between HOMO and LUMO, eV: 4.03

XYZ file:
```
55
C18H26CdN2O5SSi2 ωB97M-V/def2-TZVPD
Cd 0.803 -0.136 -1.516
C -1.849 -2.572 -2.004
Si -1.224 -2.665 -0.238
C -2.392 -3.857 0.671
C 0.430 -3.566 -0.043
C 0.301 -4.882 -0.511
C 1.302 -5.827 -0.345
C 2.454 -5.464 0.336
C 2.601 -4.157 0.779
C 1.632 -3.165 0.577
Si 2.011 -1.304 1.015
C 1.754 -1.415 2.935
C 3.952 -1.303 0.948
H -2.664 -3.294 -2.110
H -1.055 -2.782 -2.720
H -2.231 -1.574 -2.221
H -2.597 -4.776 0.114
H -3.334 -3.333 0.844
H -1.956 -4.137 1.634
H -0.610 -5.187 -1.022
H 1.174 -6.834 -0.729
H 3.239 -6.193 0.516
H 3.522 -3.891 1.288
H 2.331 -2.234 3.387
H 0.695 -1.571 3.164
H 2.058 -0.480 3.420
H 4.439 -2.039 1.602
H 4.299 -0.312 1.264
H 4.310 -1.461 -0.074
C -2.164 3.766 -0.853
C -0.803 3.289 -0.386
O 0.194 3.405 -1.076
N -0.803 2.784 0.882
C 0.327 2.011 1.391
C 1.675 2.676 1.290
C 2.070 3.626 2.231
C 3.345 4.160 2.162
C 4.200 3.718 1.166
C 3.725 2.755 0.285
N 2.505 2.245 0.341
H -2.888 2.957 -0.757
H -2.085 4.063 -1.896
H -2.491 4.616 -0.250
H -1.667 2.314 1.144
H 0.407 1.021 0.931
H 0.112 1.847 2.449
H 1.371 3.935 2.999
H 3.671 4.900 2.885
H 5.210 4.098 1.075
H 4.364 2.367 -0.504
O -3.845 -0.940 0.360
S -2.615 -0.183 0.503
O -2.256 0.587 -0.674
O -1.449 -1.290 0.667
O -2.517 0.578 1.740
```